Entry 1:
{"formula": "C17H18B2Cl3NO6", "method": "wB97M-V/def2-TZVPD", "symbols": ["Cl", "Cl", "Cl", "O", "O", "O", "O", "O", "O", "N", "C", "C", "C", "C", "C", "C", "C", "C", "C", "C", "C", "C", "C", "C", "C", "C", "C", "B", "B", "H", "H", "H", "H", "H", "H", "H", "H", "H", "H", "H", "H", "H", "H", "H", "H", "H", "H"], "xyz": [[3.47987, -1.92944, 1.76816], [2.75081, 1.11314, 2.45917], [3.34012, 0.28923, -0.44154], [-5.37856, 2.25624, 0.10317], [-2.72763, -1.14082, 0.01382], [-2.38855, -3.30880, -0.71341], [-3.27153, 1.24494, 0.22120], [0.35269, -0.29499, -1.30781], [1.27068, -0.54002, 1.01191], [-3.35171, -0.05332, -1.93381], [1.31590, -1.03352, -3.37066], [-2.18736, 0.20132, 4.16192], [-2.65858, -2.18223, -0.94229], [-0.83319, -0.76922, 2.40649], [0.49116, 0.85773, -0.59038], [0.13774, 1.83975, -1.49176], [-4.57526, 1.40989, -0.24858], [0.47876, 1.35766, -2.78774], [-1.61201, -0.92247, 3.57089], [0.58917, -0.01573, -2.61914], [-3.05851, 0.88649, -3.01206], [-1.21265, 1.60966, 2.41730], [-0.68298, 0.47970, 1.78835], [0.51278, 0.61145, 0.82105], [-4.78280, 0.30318, -1.23576], [-1.98637, 1.47248, 3.59942], [-3.08341, -1.48298, -2.20912], [2.64625, -0.37115, 1.13341], [-3.34646, 0.01183, -0.47296], [2.30103, -1.12385, -2.88886], [-2.32844, -1.57658, -2.96593], [-2.13662, 0.55540, -3.53351], [1.44129, -0.70481, -4.41016], [1.03881, 1.54140, 1.10083], [0.83161, -2.01143, -3.32792], [-2.35672, 2.37307, 4.09742], [-1.67139, -1.90823, 4.02727], [-0.40687, 2.73615, -1.17065], [-5.33312, 0.58194, -2.14128], [-2.89405, 1.89643, -2.60875], [0.86298, 1.99448, -3.61957], [-3.96248, -1.97568, -2.60069], [-3.91566, 0.90234, -3.70898], [-2.78317, 0.09674, 5.09525], [-0.43551, -1.64226, 1.92403], [-5.31633, -0.60639, -0.91470], [-1.11644, 2.58021, 1.93352]], "atomic_forces_ev_per_a": [[-0.3, 0.7, -0.4], [1.1, -0.4, 0.3], [0.7, 0.0, -0.6], [1.9, -2.6, -1.4], [-1.4, -0.6, 0.3], [-0.2, 0.9, -0.4], [-3.1, -0.9, -1.5], [2.1, -1.5, -0.9], [-0.3, -0.5, 0.0], [-1.1, -0.6, 0.3], [0.4, -0.4, -0.5], [-0.2, 0.3, 0.5], [-0.1, 1.4, 1.4], [-1.4, 0.2, 0.3], [-5.0, -0.5, -2.8], [0.6, 1.3, 1.9], [-0.5, 4.5, 3.1], [-0.2, -0.8, -0.8], [0.5, 0.4, -0.7], [-0.2, 2.1, 0.1], [0.2, 0.9, -0.7], [-1.1, -0.5, 0.4], [0.9, 0.1, 0.8], [-0.1, 0.8, 1.5], [-3.1, -1.5, -4.1], [0.5, -0.2, -0.7], [-0.7, -0.8, -1.0], [0.4, 0.5, 1.3], [8.3, -1.1, 3.1], [-0.1, -0.2, -0.3], [0.5, 0.3, -0.3], [-0.4, 0.2, 0.5], [0.0, -0.2, 0.2], [-0.1, -0.5, 0.8], [0.0, 0.0, -0.1], [0.0, -0.4, -0.2], [-0.2, 0.2, -0.1], [1.2, 0.2, -0.4], [-0.2, 0.5, 0.5], [0.0, -0.4, -0.1], [-0.8, -0.9, 0.6], [-0.4, -0.2, -0.2], [0.5, 0.0, 0.2], [0.6, 0.1, -0.7], [0.4, -0.1, 0.1], [0.3, 0.1, 0.3], [0.3, 0.0, 0.3]], "homo_ev": -7.81, "total_charge": 0, "lumo_ev": -2.4352, "relative_energy_kcal_mol": 112.2}

***

Entry 2:
{"formula": "C17H18BClN6O2Sn", "method": "wB97M-V/def2-TZVPD", "symbols": ["Sn", "Cl", "O", "O", "N", "N", "N", "N", "N", "N", "C", "C", "C", "C", "C", "C", "C", "C", "C", "C", "C", "C", "C", "C", "C", "C", "C", "B", "H", "H", "H", "H", "H", "H", "H", "H", "H", "H", "H", "H", "H", "H", "H", "H", "H", "H"], "xyz": [[-1.45125, -0.37240, -0.28691], [0.66211, 0.73331, 7.98207], [0.92959, -1.86084, 1.83749], [-0.18496, 0.08627, 1.39840], [0.38260, 1.89224, -2.21611], [-0.17619, 1.59154, -0.99835], [1.34700, -0.35114, -2.56567], [-1.64472, -0.41514, -2.35657], [-0.92676, 0.11131, -3.42935], [0.88767, -0.91954, -1.39456], [-1.68549, 0.02240, -4.53359], [0.46667, -0.75788, 2.15835], [-2.90254, -0.56359, -4.20398], [0.40384, 1.01667, 3.99157], [-1.61202, -2.45608, 0.18344], [0.26627, 3.77642, -1.05253], [0.86595, -1.29037, 4.55006], [0.43883, 1.35571, 5.35003], [0.88319, -0.98275, 5.91235], [-0.25801, 2.72789, -0.28614], [0.66883, 3.21066, -2.26218], [0.66410, 0.34987, 6.31031], [2.51129, -0.91555, -2.94485], [1.80154, -1.83864, -1.04730], [2.83445, -1.87871, -2.00507], [0.59178, -0.31094, 3.58939], [-2.84476, -0.85097, -2.83385], [0.50070, 0.74255, -3.27506], [1.08103, 3.66309, -3.15512], [1.70732, -2.39796, -0.13256], [-0.68965, 2.76107, 0.70681], [0.29956, 4.81261, -0.76868], [-2.36494, 1.12099, -0.17668], [1.05762, -1.76428, 6.65164], [-3.74548, -0.72902, -4.84687], [0.21982, 1.78192, 3.24012], [-2.23064, -2.91301, -0.59904], [1.00104, 1.13944, -4.29309], [-2.19737, -2.41624, 1.11606], [3.69278, -2.52763, -2.01060], [-1.32095, 0.42008, -5.47714], [0.27960, 2.38027, 5.68268], [-0.66697, -2.97377, 0.34085], [2.98592, -0.60147, -3.87116], [1.05141, -2.30627, 4.21055], [-3.57986, -1.30211, -2.18916]], "atomic_forces_ev_per_a": [[1.2, 1.6, 0.8], [0.0, -0.2, -1.4], [-0.5, 1.5, 0.5], [0.5, -0.8, 0.9], [-0.2, -0.3, 0.5], [0.0, 0.2, 0.2], [2.5, -0.9, -1.6], [-0.7, -0.4, -2.5], [-0.5, -0.3, 0.7], [1.8, -2.4, 1.6], [-0.2, 0.0, 0.4], [-0.3, -0.5, -1.4], [-0.1, -0.1, 0.4], [-0.1, 1.3, 1.4], [-1.0, 0.6, 0.1], [0.1, 0.0, -0.3], [0.2, -0.6, 1.9], [-0.2, 0.6, -1.8], [0.2, -1.2, -1.4], [0.6, -0.3, -1.3], [-0.4, 0.0, 0.5], [0.0, 0.1, 1.4], [-2.4, 2.5, -1.2], [-2.2, 1.4, 0.3], [1.0, -1.0, 0.6], [0.1, 0.0, 0.1], [1.7, 1.1, -1.1], [-0.9, 1.0, 0.9], [0.0, -0.1, 0.2], [-0.1, 0.0, 0.0], [0.1, -0.2, -0.2], [0.1, 0.1, -0.1], [-0.3, -1.3, 0.6], [0.0, 0.3, -0.2], [0.0, -0.1, -0.2], [0.0, -0.2, 0.2], [0.3, -0.1, 0.3], [-0.2, -0.3, 0.2], [0.3, -0.4, -0.2], [0.1, -0.1, 0.0], [-0.1, -0.2, 0.2], [0.0, -0.2, -0.1], [-0.1, 0.3, -0.1], [0.0, -0.1, 0.3], [-0.1, 0.2, 0.1], [-0.1, 0.0, 0.1]], "homo_ev": [-14.52, -14.41], "total_charge": 2, "lumo_ev": [-10.1907, -10.0321], "relative_energy_kcal_mol": 0.0}

***

Entry 3:
{"formula": "C17H18BFeN7O4", "method": "wB97M-V/def2-TZVPD", "symbols": ["Fe", "O", "O", "O", "O", "N", "N", "N", "N", "N", "N", "N", "C", "C", "C", "C", "C", "C", "C", "C", "C", "C", "C", "C", "C", "C", "C", "C", "C", "B", "H", "H", "H", "H", "H", "H", "H", "H", "H", "H", "H", "H", "H", "H", "H", "H", "H", "H"], "xyz": [[0.53345, 0.06770, -0.14657], [-6.81699, 2.51672, 2.77341], [-1.32306, -0.95981, 0.08819], [-2.64613, -1.32830, -1.70321], [-7.92575, 1.89713, 1.00278], [-6.86908, 1.96169, 1.66267], [1.60707, -1.24581, 1.18537], [2.38077, 1.19023, 0.03177], [1.62322, -1.05846, -1.56348], [2.98736, -1.35826, -1.43319], [3.64258, 0.57350, -0.04277], [2.96869, -1.53458, 1.00729], [4.60879, 1.49882, 0.04236], [-0.27960, 1.38847, -1.35917], [1.23980, -1.89358, 2.31173], [-5.69427, 1.34207, 1.11223], [-4.71878, 0.06992, -0.66748], [1.25024, -1.54745, -2.76620], [-5.81256, 0.71859, -0.13977], [-3.52342, 0.00194, 0.05726], [-3.38667, 0.69201, 1.28655], [-2.41817, -0.81114, -0.59376], [3.40777, -2.03722, -2.50856], [-4.47852, 1.35404, 1.82180], [2.32751, -2.61559, 2.82801], [3.39139, -2.36078, 1.97285], [2.63084, 2.51272, 0.15006], [4.01535, 2.74637, 0.16322], [2.33938, -2.17729, -3.38627], [3.78522, -0.95960, -0.17210], [-2.43476, 0.71808, 1.81210], [-0.26856, 0.90164, -2.35288], [-1.33351, 1.55605, -1.09211], [-6.75414, 0.72594, -0.66812], [5.64657, 1.19984, 0.01393], [4.43178, -2.38092, -2.57022], [0.28655, 2.32893, -1.39997], [2.33361, -2.66638, -4.34323], [2.32826, -3.24128, 3.69896], [-4.76654, -0.40899, -1.63708], [-4.45216, 1.86847, 2.77263], [-0.03476, 1.10392, 0.93266], [1.84958, 3.25955, 0.19664], [0.24303, -1.84184, 2.72025], [4.92386, -1.32570, -0.19199], [4.41119, -2.71678, 1.98543], [0.24300, -1.42635, -3.13787], [4.50057, 3.70179, 0.24584]], "atomic_forces_ev_per_a": [[-0.4, -1.7, 0.7], [0.4, -0.9, -1.6], [1.0, 0.7, -0.2], [0.6, 0.9, 1.5], [1.7, 0.1, 0.9], [-2.5, 1.0, 1.0], [1.1, -0.5, 1.0], [2.1, 0.4, -0.2], [1.3, -0.4, -1.1], [-1.2, 0.0, -0.5], [-1.0, 1.2, 0.1], [-1.2, -0.1, 0.5], [-0.7, 0.1, 0.0], [-0.9, 1.1, -0.4], [1.1, 0.0, -0.6], [1.2, -0.7, -0.7], [0.3, 0.0, 0.4], [1.0, 0.0, 0.7], [-0.1, 0.3, 0.6], [0.0, 0.5, 0.1], [-0.1, -0.4, -0.7], [0.0, -1.0, -1.1], [-0.7, 0.2, 0.0], [-1.0, 0.1, -0.4], [-0.1, 0.2, -0.2], [-0.8, 0.2, 0.1], [0.7, -1.0, -0.2], [-0.3, 0.0, 0.0], [-0.2, 0.1, 0.1], [-1.5, 0.4, 0.1], [-0.2, -0.2, -0.2], [0.3, -0.2, 0.6], [0.5, 0.1, 0.0], [0.0, 0.1, 0.1], [-0.1, 0.1, 0.0], [-0.2, 0.1, 0.0], [-0.3, -0.4, 0.1], [0.0, 0.0, 0.0], [0.0, -0.1, 0.1], [0.0, -0.1, 0.1], [0.1, 0.0, 0.0], [0.2, 0.0, -0.8], [-0.1, -0.3, 0.1], [-0.1, 0.1, -0.3], [-0.1, 0.0, 0.0], [-0.1, 0.1, 0.0], [0.0, 0.0, 0.2], [0.1, 0.0, 0.0]], "homo_ev": [-9.39, -9.50], "total_charge": 0, "lumo_ev": [-1.5555, -1.2866], "multiplicity": 5}

***

Entry 4:
{"formula": "C17H18BN7O2S2Tc", "method": "wB97M-V/def2-TZVPD", "symbols": ["Tc", "S", "S", "O", "O", "N", "N", "N", "N", "N", "N", "N", "C", "C", "C", "C", "C", "C", "C", "C", "C", "C", "C", "C", "C", "C", "C", "C", "C", "B", "H", "H", "H", "H", "H", "H", "H", "H", "H", "H", "H", "H", "H", "H", "H", "H", "H", "H"], "xyz": [[-0.32442, -0.56609, -0.05516], [-4.88310, 0.27768, 3.83945], [-2.41935, 0.02759, 0.46204], [-6.18788, 0.78030, 3.47399], [-4.76999, -0.67273, 4.92628], [-0.38829, -0.42326, -2.09076], [-4.03367, -0.29717, 2.48073], [2.48473, -0.94411, -1.30999], [0.46842, -1.28021, -2.81189], [0.18750, -2.49886, 0.02091], [1.00095, -3.04505, -0.98403], [1.94589, -0.12338, -0.36897], [-1.20818, 0.19983, -2.98800], [0.36384, -4.65058, 0.42948], [-2.58716, 1.43026, 3.07632], [0.22572, 3.73889, 0.04309], [-0.86479, -0.26415, -4.27493], [-1.52848, 2.34602, 3.09839], [-1.57661, 3.44870, 3.97902], [3.76285, -0.59333, -1.55998], [1.11905, -4.35905, -0.71269], [-2.95054, 0.34903, 2.14071], [-2.65086, 3.60481, 4.87693], [-0.21306, -3.46944, 0.89687], [-3.66512, 1.58545, 3.95149], [0.19715, -1.15546, -4.12517], [-3.68014, 2.63578, 4.86480], [4.08788, 0.47038, -0.70881], [2.91153, 0.75264, 0.00966], [1.60953, -2.01247, -2.04572], [0.69565, 3.83804, 1.06659], [5.04440, 0.96194, -0.61866], [2.24912, -2.63824, -2.83501], [-0.77157, 4.23968, 0.05087], [-2.61432, 4.44202, 5.60680], [4.24612, -1.19548, -2.33336], [1.68620, -5.03064, -1.34388], [-4.43649, 2.67737, 5.63524], [-0.77332, 2.16413, 2.32427], [-1.38885, -0.01331, -5.17544], [0.16305, -5.59864, 0.86331], [-0.78229, 4.19908, 3.93818], [0.77214, -1.73797, -4.84161], [-0.87429, -3.21375, 1.72585], [2.68396, 1.49831, 0.75126], [-1.98234, 0.86343, -2.60641], [0.93289, 4.37754, -0.51238], [0.11306, 2.62989, -0.43232]], "atomic_forces_ev_per_a": [[2.0, 0.4, -1.5], [-0.2, 0.4, 1.2], [0.6, -0.2, -0.3], [1.9, -0.6, -0.2], [0.3, 1.0, -1.6], [0.3, -0.9, -0.1], [1.4, -0.5, -2.4], [-0.5, -0.2, -0.2], [-0.7, 0.9, 0.9], [0.2, 0.5, -0.6], [-0.7, 0.8, 1.2], [-1.1, -0.4, 0.2], [0.7, -1.1, -0.4], [-0.6, 0.6, 0.6], [-0.1, 1.0, -0.1], [0.0, -0.6, 0.0], [-0.6, 0.6, 1.0], [-0.8, -0.3, -0.4], [-0.1, -0.3, -0.3], [-0.7, -0.2, 0.4], [-0.6, 1.0, 0.1], [-3.0, -1.1, 2.3], [0.6, -0.6, -0.4], [0.9, -0.2, -1.6], [0.3, 1.2, 1.6], [-0.2, 0.0, 1.3], [0.4, 0.1, 0.3], [-0.5, -0.1, -0.1], [0.0, -1.0, -0.8], [0.6, -0.5, -0.1], [-0.9, -0.9, -0.8], [-0.1, 0.0, 0.0], [0.0, 0.1, 0.1], [0.8, -0.5, 0.0], [-0.3, -0.8, -0.7], [0.4, 0.6, 0.5], [0.0, 0.2, 0.0], [-0.3, 0.1, -0.1], [0.1, 0.6, 0.5], [0.1, 0.2, -0.2], [0.2, -0.6, 0.2], [-0.2, -0.3, 0.1], [-0.2, 0.2, 0.1], [0.2, -0.4, -0.3], [0.2, 0.1, 0.0], [0.2, -0.1, -0.4], [-0.5, -0.6, -0.5], [0.5, 2.6, 1.3]], "homo_ev": [-14.97, -14.97], "total_charge": 2, "lumo_ev": [-9.5336, -10.0382], "multiplicity": 4, "relative_energy_kcal_mol": 17.3}

***

E list, top to bottom, in hartree: -2595.066843; -1836.334660; -2631.342662; -2093.734319